No. 1
Molecular formula: C43H33BrMoN12O5S2
Method: DFT, ωB97M-V/def2-TZVPD

Each line ends with the Mulliken spin population.
Element x y z (Å)
Mo -0.0810 -0.4735 -0.8857  1.73
C 1.8170 -4.4419 -0.4756  0.00
C 1.4492 -2.9954 -0.5154  0.01
N 0.3821 -2.5595 -1.1090  -0.03
N -0.4209 -3.4791 -1.6763  0.00
C -1.6111 -3.0684 -2.0088  0.02
N -2.4580 -3.9594 -2.5526  0.00
S -2.2123 -1.4480 -1.8066  -0.05
C 2.3001 -1.9655 0.0418  0.03
C 3.5481 -2.2147 0.6044  -0.01
C 4.3484 -1.1582 0.9852  0.02
C 3.8804 0.1345 0.7850  -0.02
C 2.6207 0.3152 0.2597  0.06
N 1.8277 -0.7056 -0.0835  0.02
H 0.9283 -5.0423 -0.6352  0.00
H 2.2623 -4.7004 0.4841  0.00
H 2.5314 -4.6617 -1.2724  0.00
H -2.1808 -4.9220 -2.6261  0.00
H -3.3954 -3.6806 -2.7689  0.00
H 3.8813 -3.2338 0.7332  0.00
H 5.3207 -1.3289 1.4264  0.00
H 4.4779 0.9945 1.0516  0.00
H 2.2146 1.3027 0.0887  -0.01
Br 6.2715 4.7156 3.5045  0.00
C 4.4213 5.1374 3.6067  0.00
C 3.5054 4.1204 3.8223  0.00
C 2.1552 4.4166 3.8514  0.00
C 1.7181 5.7354 3.6875  0.00
C 2.6623 6.7475 3.5155  0.00
C 4.0114 6.4520 3.4570  0.00
N 0.3710 6.1254 3.8416  0.02
N -0.5830 5.4145 3.4868  -0.01
C -0.4570 4.2830 2.6830  0.04
C -1.2365 3.1852 2.9939  -0.01
C -1.1647 2.0046 2.2684  0.05
C -0.3268 1.8783 1.1699  -0.03
O -0.2972 0.7834 0.4385  -0.08
C 0.4540 3.0263 0.7830  0.03
N 1.2496 2.9069 -0.3060  0.00
C 1.9052 3.9580 -0.7309  0.01
C 1.7823 5.2296 -0.1508  -0.01
C 1.0045 5.3643 0.9666  0.01
C 0.3550 4.2382 1.5111  -0.01
H 3.8419 3.1017 3.9576  0.00
H 1.4368 3.6259 4.0195  0.00
H 2.3150 7.7666 3.4024  0.00
H 4.7422 7.2328 3.2993  0.00
H -1.8791 3.2511 3.8631  0.00
H -1.7841 1.1683 2.5474  0.01
H 2.5531 3.7999 -1.5885  0.00
H 2.2872 6.0827 -0.5830  0.00
H 0.8655 6.3364 1.4208  0.00
S 1.0028 -0.7178 -3.0310  -0.06
C 0.2350 0.5914 -3.9028  -0.12
N 0.4790 0.6414 -5.2050  0.35
N 0.2098 1.7290 -5.9122  0.22
C 0.3676 3.0818 -5.6084  -0.03
C 0.1155 3.9923 -6.6405  0.06
C 0.3261 5.3439 -6.4515  -0.03
C 0.7954 5.8126 -5.2322  0.06
C 1.0455 4.9133 -4.2063  -0.03
C 0.8321 3.5564 -4.3793  0.04
N -0.5847 1.3954 -3.2576  0.10
N -0.8345 1.1224 -2.0106  -0.31
C -1.7768 2.0699 -1.5064  0.03
C -1.6427 3.4168 -1.8439  -0.04
C -2.4990 4.3599 -1.3057  0.02
C -3.5141 3.9713 -0.4426  -0.03
C -3.6892 2.6261 -0.1555  0.02
C -2.8328 1.6781 -0.6878  -0.03
H 0.1386 1.5134 -6.8931  -0.01
H -0.2411 3.6200 -7.5945  0.00
H 0.1337 6.0380 -7.2587  0.00
H 0.9690 6.8700 -5.0840  0.00
H 1.4181 5.2779 -3.2576  0.00
H 1.0451 2.8695 -3.5748  0.00
H -0.8361 3.7128 -2.4997  -0.01
H -2.3693 5.4051 -1.5564  0.00
H -4.1649 4.7109 0.0055  0.00
H -4.4992 2.3115 0.4900  0.00
H -2.9805 0.6313 -0.4572  -0.01
O 0.2557 -1.0640 2.6132  0.00
C -0.7578 -1.4613 2.0515  -0.01
O -0.8777 -1.7498 0.8005  0.01
C -2.0346 -1.6886 2.8459  0.01
C -2.0069 -1.8355 4.2269  0.00
C -3.1878 -1.9766 4.9337  0.00
C -4.3927 -1.9462 4.2477  0.00
C -4.4414 -1.7862 2.8699  0.00
C -3.2543 -1.6716 2.1706  0.00
N -5.6435 -2.0680 4.9965  0.00
O -5.5781 -2.1304 6.2107  0.00
O -6.6834 -2.1022 4.3633  0.00
H -1.0491 -1.8234 4.7301  0.00
H -3.2008 -2.1063 6.0058  0.00
H -5.3979 -1.7482 2.3702  0.00
H -3.2545 -1.5683 1.0940  0.00

Cartesian forces (eV/Å) of the 3 atoms listed first:
Mo -1.971 -2.604 -1.870
C -0.059 0.127 0.121
C -0.451 -0.349 -0.552

Results
HOMO level (alpha / beta): -7.31 / -7.71 eV
charge: 0
expectation value of S²: 2.345
energy: -6130.17461 Ha
multiplicity: 3


No. 2
Molecular formula: C43H34AsF2N3PPdSe
Method: DFT, ωB97M-V/def2-TZVPD

Each line ends with the Mulliken charge.
Element x y z (Å)
Pd 0.4134 0.0618 -1.7638  -0.29
F -2.6220 -4.1358 -2.7714  -0.34
C -2.5574 -2.8067 -2.6364  0.33
C -1.3446 -2.2285 -2.3149  -0.24
C -1.2762 -0.8557 -2.1743  0.95
C -2.4063 -0.0347 -2.3429  -0.69
C -3.5993 -0.6945 -2.6486  0.55
F -4.7372 0.0030 -2.7979  -0.34
C -3.7043 -2.0612 -2.8039  -1.04
C -2.2752 1.4355 -2.1732  0.57
C -3.2748 2.3659 -2.4628  -1.01
C -3.0311 3.7142 -2.2701  -0.52
C -1.7972 4.1264 -1.7930  -0.99
C -0.8499 3.1520 -1.5423  -0.41
N -1.0790 1.8553 -1.7242  0.97
H -0.4867 -2.8696 -2.1599  0.48
H -4.6528 -2.5193 -3.0426  0.54
H -4.2297 2.0465 -2.8415  0.60
H -3.8037 4.4369 -2.4962  0.46
H -1.5695 5.1694 -1.6265  0.50
H 0.1377 3.4133 -1.1780  0.34
Se 1.8625 -1.9995 -4.0827  0.29
N 1.3049 -0.3457 -3.6861  -0.35
C 1.9064 0.4912 -4.5169  0.72
C 1.7363 1.9056 -4.5192  -0.33
C 2.4272 2.6296 -5.4335  -0.69
C 3.3113 2.0132 -6.3804  -0.58
C 3.4991 0.6736 -6.4148  -0.70
C 2.7955 -0.1388 -5.4718  0.51
N 2.8949 -1.4508 -5.3937  -0.77
H 1.0615 2.3591 -3.8040  0.43
H 2.3100 3.7050 -5.4628  0.46
H 3.8328 2.6470 -7.0850  0.40
H 4.1575 0.1969 -7.1274  0.47
C -0.0179 -0.2856 1.9076  -0.90
C 0.8254 -0.2235 3.1764  -1.64
As -0.2304 -0.0768 4.8559  0.25
C -1.2807 -1.7112 4.6730  0.32
C -0.8093 -2.8325 3.9953  -0.15
C -1.5459 -4.0103 3.9793  -0.73
C -2.7587 -4.0829 4.6470  -0.53
C -3.2291 -2.9762 5.3407  -0.57
C -2.4913 -1.8022 5.3586  -0.44
C -1.4940 1.2496 4.1585  0.09
C -2.6385 0.9479 3.4255  0.14
C -3.4294 1.9655 2.9079  -0.67
C -3.0818 3.2937 3.1131  -0.52
C -1.9447 3.6040 3.8456  -0.67
C -1.1606 2.5856 4.3711  -0.44
P 0.9141 -0.6620 0.3960  1.26
C 1.9160 -2.1245 0.7416  0.59
C 3.1744 -2.0303 1.3348  0.05
C 3.8888 -3.1835 1.6231  -0.74
C 3.3474 -4.4291 1.3352  -0.58
C 2.0911 -4.5281 0.7531  -0.88
C 1.3778 -3.3779 0.4522  -0.60
C 2.0983 0.6861 0.0623  -0.38
C 2.9890 0.4890 -1.0103  -0.04
C 3.7107 1.5619 -1.5267  -0.70
C 3.5607 2.8255 -0.9811  -0.72
C 2.6836 3.0274 0.0816  -0.72
C 1.9442 1.9739 0.5888  -0.95
H -0.5900 0.6288 1.7394  0.87
H -0.7597 -1.0881 1.9781  0.71
H 1.4944 0.6382 3.1666  0.49
H 1.4593 -1.1067 3.2724  0.61
H 0.1443 -2.8092 3.4789  0.44
H -1.1640 -4.8740 3.4497  0.43
H -3.3311 -5.0010 4.6368  0.39
H -4.1689 -3.0286 5.8747  0.39
H -2.8642 -0.9464 5.9104  0.43
H -2.9179 -0.0848 3.2546  0.37
H -4.3214 1.7183 2.3463  0.44
H -3.7038 4.0846 2.7146  0.43
H -1.6779 4.6378 4.0238  0.44
H -0.2861 2.8339 4.9635  0.38
H 3.5955 -1.0591 1.5658  0.48
H 4.8673 -3.1096 2.0785  0.45
H 3.9074 -5.3256 1.5658  0.42
H 1.6687 -5.4992 0.5314  0.50
H 0.3949 -3.4501 -0.0014  0.49
H 3.1456 -0.5120 -1.3972  0.63
H 4.3989 1.3985 -2.3462  0.51
H 4.1291 3.6566 -1.3770  0.44
H 2.5745 4.0146 0.5118  0.50
H 1.2419 2.1492 1.3950  0.34

Cartesian forces (eV/Å) of the 3 atoms listed first:
Pd -0.265 -0.320 0.738
F 0.001 -0.006 0.002
C -0.124 0.076 -0.024

Results
HOMO level: -10.39 eV
charge: +1
energy: -7129.21219 Ha


No. 3
Molecular formula: C43H34N10O5Sc
Method: DFT, ωB97M-V/def2-TZVPD

Each line ends with the Mulliken charge.
Element x y z (Å)
Sc -0.6507 1.4322 1.2887  -1.52
O 0.0438 -0.1028 5.5186  -0.49
C -0.2246 0.1392 4.2623  0.13
O 0.2428 1.0644 3.6835  -0.31
C -1.1525 -0.8271 3.6515  0.42
C -1.4912 -2.1157 4.0745  -0.86
C -2.4752 -2.8103 3.3499  -0.81
C -3.1781 -2.2496 2.2887  -1.25
C -2.7188 -0.9606 1.9314  0.92
N -1.7062 -0.3032 2.5239  1.01
C -3.3148 -0.0679 0.9026  0.53
O -4.4080 -0.4007 0.2159  -0.43
O -2.8146 1.0416 0.7694  0.01
H 0.4170 0.7890 5.8379  0.45
H -1.0858 -2.6046 4.9936  0.55
H -2.7119 -3.7992 3.6602  0.54
H -4.0030 -2.7085 1.8062  0.54
H -4.7550 -1.2615 0.4267  0.31
C 0.5968 4.3153 2.0181  -1.13
N 1.0328 3.0130 1.4304  -0.03
C 1.4334 3.1939 -0.0360  -0.88
C 0.1758 3.5929 -0.6512  0.11
N -0.9515 3.1655 -0.2253  1.51
C -1.9072 3.9380 -0.9587  0.08
C -3.2720 3.9636 -0.9906  -0.88
C -3.9162 4.7395 -1.8462  -0.84
C -3.2580 5.4568 -2.8353  -0.44
C -1.9019 5.5307 -2.8091  -1.10
C -1.2261 4.7693 -1.8585  0.72
N 0.1360 4.5354 -1.6226  -0.06
C -0.7679 4.1394 2.7310  -0.16
N -1.5542 3.1079 2.6739  1.28
C -2.4800 3.2924 3.6573  0.08
C -3.6594 2.5941 3.9619  -0.63
C -4.4371 3.1197 4.9928  -0.76
C -3.9553 4.0647 5.8483  -0.48
C -2.7917 4.7157 5.5488  -0.97
C -2.1235 4.4076 4.3927  0.44
N -1.0635 4.9820 3.7621  -0.06
H 0.5780 5.0899 1.2319  0.23
H 1.2500 4.6438 2.7823  0.91
H 1.8585 2.6719 1.8754  0.32
H 1.9055 2.2645 -0.4922  0.13
H 2.1226 4.0099 -0.1916  0.71
H -3.7528 3.3972 -0.2309  0.53
H -5.0125 4.7425 -1.9444  0.39
H -3.7967 6.0516 -3.6203  0.38
H -1.4467 6.2090 -3.5462  0.43
H 0.9178 4.8123 -2.1159  0.17
H -4.0086 1.8234 3.3147  0.39
H -5.3881 2.6047 5.1643  0.41
H -4.5098 4.3390 6.7710  0.41
H -2.4198 5.5519 6.1906  0.39
H -0.3857 5.6748 4.0691  0.32
C 4.7427 -8.3530 -7.0663  -0.81
O 5.3304 -7.8767 -5.7977  -0.44
C 4.6285 -6.9649 -5.0379  0.93
C 3.3895 -6.4478 -5.5338  -0.36
C 2.6633 -5.5606 -4.7585  -0.90
C 3.2599 -5.0886 -3.6158  0.36
C 4.4807 -5.5227 -3.1951  -0.26
C 5.1921 -6.5415 -3.8406  -1.14
C 2.6079 -3.9965 -2.8178  0.26
N 1.5525 -3.2726 -3.2000  -0.78
C 1.3426 -2.4474 -2.1790  1.11
C 2.2245 -2.6304 -1.1683  0.00
N 3.0322 -3.6659 -1.6109  -0.07
C 2.3144 -1.7435 -0.0560  0.02
C 3.3534 -1.7530 0.8563  -0.43
C 3.4133 -0.8317 1.8498  -1.78
C 2.3093 0.0212 2.0202  -0.27
N 1.1815 -0.0063 1.2557  0.82
C 1.2242 -0.8155 0.1833  0.30
C 0.2662 -0.7004 -0.8548  -0.02
N -0.5908 0.3148 -0.7145  0.86
C -1.4813 0.5293 -1.6538  0.01
C -1.5644 -0.2045 -2.7957  -1.41
C -0.6736 -1.2683 -2.9428  -0.59
C 0.3207 -1.5058 -2.0153  0.08
H 5.6067 -8.8720 -7.4450  0.26
H 4.4699 -7.4676 -7.6141  0.33
H 3.9187 -8.9574 -6.7936  0.38
H 2.9539 -6.8142 -6.4676  0.36
H 1.7134 -5.1254 -5.1258  0.38
H 4.9805 -5.1558 -2.3456  0.29
H 6.1283 -6.9436 -3.4910  0.47
H 3.7210 -4.1317 -1.0640  0.27
H 4.1128 -2.5046 0.9342  0.43
H 4.2665 -0.9107 2.4666  0.52
H 2.3759 0.7228 2.8368  0.62
H -2.0384 1.4464 -1.4026  0.35
H -2.2597 0.0916 -3.6029  0.51
H -0.5033 -1.8238 -3.8229  0.68

Cartesian forces (eV/Å) of the 3 atoms listed first:
Sc -0.778 0.509 0.659
O 0.383 1.866 0.993
C -0.191 -1.919 1.541

Results
HOMO level: -13.34 eV
charge: +3
energy: -3342.93208 Ha


No. 4
Molecular formula: C43H34N9O2PbS2Se
Method: DFT, ωB97M-V/def2-TZVPD

Each line ends with the Mulliken charge.
Element x y z (Å)
Pb 0.0287 0.0704 0.2379  1.59
O -2.8175 0.8991 4.8003  -0.63
C -3.6417 1.4895 3.9123  0.61
C -4.5955 2.3739 4.4198  -0.72
C -5.4685 3.0145 3.5696  -0.47
C -5.4160 2.8008 2.1869  -0.75
C -4.4539 1.9624 1.6781  -0.85
C -3.5440 1.3048 2.5218  0.50
C -2.5054 0.4795 1.9124  0.42
O -2.1308 0.7012 0.7059  -0.51
N -1.9236 -0.4610 2.6532  -1.54
N -0.9382 -1.0830 1.9749  0.78
C -0.5624 -2.2621 2.2591  -0.60
C 0.4662 -2.9078 1.4406  1.05
C 0.8725 -4.1963 1.7409  -0.99
C 1.7879 -4.8209 0.9047  -0.36
C 2.2517 -4.1343 -0.2030  -1.04
C 1.8039 -2.8426 -0.4282  -0.11
N 0.9358 -2.2284 0.3772  0.15
H -2.3810 0.1425 4.3777  0.44
H -4.6436 2.5172 5.4909  0.49
H -6.2203 3.6736 3.9843  0.43
H -6.1449 3.2667 1.5367  0.52
H -4.4029 1.7529 0.6183  0.63
H -1.0403 -2.8074 3.0671  0.48
H 0.4693 -4.6992 2.6101  0.50
H 2.1236 -5.8282 1.1126  0.47
H 2.9534 -4.5847 -0.8910  0.46
H 2.1600 -2.2887 -1.2854  0.55
Se 7.0661 2.5192 2.9376  0.39
N 6.5301 1.7884 1.4124  -0.83
C 5.2343 1.6327 1.5018  0.96
C 4.4208 1.0797 0.4296  0.25
C 4.9474 0.7555 -0.8232  -0.70
C 4.1015 0.3111 -1.8197  -1.08
C 2.7523 0.1645 -1.5322  -0.51
N 2.2559 0.4274 -0.3254  0.37
C 3.0522 0.9085 0.6467  -0.24
C 2.4249 1.3359 1.9116  0.00
N 1.0895 1.1861 2.0419  0.22
C 0.4731 1.6671 3.1209  -0.33
C 1.1675 2.2959 4.1471  -1.02
C 2.5358 2.4197 4.0511  -0.87
C 3.1872 1.9405 2.9101  0.37
C 4.6258 2.0631 2.7203  0.96
N 5.4295 2.5669 3.6209  -0.81
H 6.0083 0.8858 -0.9960  0.59
H 4.4669 0.0866 -2.8119  0.52
H 2.0465 -0.1489 -2.2926  0.62
H -0.5979 1.5322 3.1861  0.54
H 0.6238 2.6645 5.0056  0.57
H 3.1203 2.8875 4.8333  0.59
S -0.1497 2.6523 -0.4996  -0.60
C -1.5559 2.4382 -1.4169  0.36
N -2.5297 3.3015 -1.4443  0.56
C -3.6799 3.0742 -2.3280  -0.64
C -3.1582 2.6163 -3.6563  -0.89
N -2.3654 1.3883 -3.4522  0.14
C -2.4636 0.3480 -4.5182  -2.00
C -3.4083 -0.7687 -4.1407  1.19
C -2.9579 -2.0834 -4.1364  -0.27
C -3.8340 -3.1210 -3.8482  -0.80
C -5.1585 -2.8464 -3.5473  -0.49
C -5.6157 -1.5340 -3.5528  -0.94
C -4.7462 -0.5003 -3.8585  -0.08
C -1.6568 1.2387 -2.3687  0.36
S -0.8139 -0.2369 -2.1539  -0.01
C -2.5722 4.5036 -0.5521  -0.52
C -3.0921 5.7152 -1.2680  -0.45
C -4.3243 6.2562 -0.9233  0.04
C -4.8039 7.3748 -1.5935  -0.73
C -4.0572 7.9439 -2.6135  -0.45
C -2.8220 7.4061 -2.9598  -0.80
C -2.3371 6.2984 -2.2843  -0.25
H -4.2177 4.0130 -2.4300  0.58
H -4.3371 2.3284 -1.8751  0.20
H -2.5286 3.3714 -4.1335  0.30
H -3.9755 2.3737 -4.3292  0.60
H -1.4590 -0.0245 -4.7197  0.66
H -2.8032 0.8815 -5.4050  0.63
H -1.9264 -2.3020 -4.3887  0.46
H -3.4843 -4.1446 -3.8722  0.42
H -5.8430 -3.6551 -3.3285  0.45
H -6.6564 -1.3216 -3.3485  0.44
H -5.1322 0.5124 -3.9071  0.31
H -1.5628 4.6612 -0.1887  0.76
H -3.2102 4.2220 0.2893  0.16
H -4.9057 5.8126 -0.1223  0.45
H -5.7579 7.8025 -1.3157  0.43
H -4.4303 8.8154 -3.1346  0.41
H -2.2330 7.8638 -3.7432  0.43
H -1.3581 5.9003 -2.5351  0.48

Cartesian forces (eV/Å) of the 3 atoms listed first:
Pb -0.365 0.507 0.364
O -0.097 0.073 0.029
C 0.070 0.040 0.056

Results
HOMO level: -15.05 eV
charge: +3
energy: -5692.10227 Ha


Which formula does entry 3 have? C43H34N10O5Sc